Version P
The following is a quantum chemistry calculation of C5H10BrNO as an isolated structure, from the OMol25 dataset.

Structure (ORCA input):
```
! RIJCOSX wB97M-V def2-TZVPD def2/J DEFGRID3
* xyz 0 1
C 1.75230 0.21806 0.22465
C -0.42749 1.36967 -0.42245
C -0.15642 -0.87730 -1.30559
C -1.58248 -0.62068 0.83457
C -0.18619 -0.03327 -0.02350
N 2.11619 0.02149 1.44189
O 2.32486 0.60400 -0.75882
Br -3.12994 0.17407 0.25647
H -0.94093 1.33590 -1.43192
H -1.15976 1.91472 0.17915
H 0.44506 1.92256 -0.23445
H 0.66679 -0.69500 -1.97574
H -0.10260 -1.96833 -1.15597
H -0.97058 -0.71279 -1.98982
H -1.52952 -1.70256 0.33388
H -1.57762 -0.63885 1.97039
H 1.49059 -0.44354 2.12150
H 2.96775 0.13184 1.93576
*
```

Results
HOMO level: -9.096 eV



Version Q
The following is a quantum chemistry calculation of a 2-piece molecular cluster, C5H10BrNO overall, from the OMol25 dataset.

Structure (ORCA input):
```
! RIJCOSX wB97M-V def2-TZVPD def2/J DEFGRID3
* xyz 0 1
C -1.49505 -1.72783 -2.42507
C -1.23295 0.57111 -2.90596
C 1.13577 0.10693 1.02275
C 1.76271 1.30011 1.80921
C 0.09815 -0.52155 1.85674
N 1.48321 -0.47630 -0.05265
O -1.34951 -0.48095 -2.14590
Br 2.91422 0.24847 -1.09757
H -1.45669 -2.08016 -3.48916
H -1.72253 -2.33096 -1.64327
H -1.26569 1.54246 -2.27263
H -1.45603 0.47261 -3.88555
H 2.25469 0.75210 2.76046
H 1.06777 2.07766 2.21372
H 2.44764 1.74076 1.16249
H -0.46996 -1.17796 1.32557
H -0.39655 0.27056 2.34748
H 0.52648 -1.31776 2.45424
*
```

Results
HOMO level (alpha / beta): -7.378 / -7.283 eV



Relative to the most stable one, in kcal/mol, the structures come out at version P 0.0; version Q 71.2.



Version P
The following is a quantum chemistry calculation of an isolated ion of composition C9H18N3 and charge +1, from the OMol25 dataset.

Structure (ORCA input):
```
! RIJCOSX wB97M-V def2-TZVPD def2/J DEFGRID3
* xyz 1 1
C 0.49092 1.70775 -1.10939
C -0.39147 0.56699 -0.77717
C 1.83019 1.49811 -0.84705
C -2.17331 -1.50671 0.36943
C -3.62984 -0.02331 -1.32594
C -3.20147 0.51537 1.22793
C 4.52000 0.38729 0.15335
C 2.98039 -1.27657 1.11318
C -2.68707 -0.11776 -0.08629
N -1.65071 0.72472 -0.59128
N 2.09094 0.39950 -0.18745
N 3.15482 -0.10695 0.28088
H 0.15221 2.70554 -1.35511
H 0.19375 -0.40441 -0.71284
H 2.58170 2.25148 -1.01418
H -1.22320 -1.56923 1.04841
H -2.94763 -2.22366 0.89900
H -1.81335 -2.11713 -0.50854
H -4.11077 -0.98756 -1.23435
H -4.36329 0.73511 -1.54710
H -3.08974 -0.08014 -2.26840
H -2.84586 0.08811 2.12959
H -2.76113 1.56108 1.27909
H -4.30477 0.47279 1.26234
H 4.89237 0.32680 1.15197
H 5.12090 -0.22233 -0.63587
H 4.47325 1.40646 -0.29542
H 3.02882 -2.05792 0.29185
H 3.72121 -1.30875 1.90236
H 1.96213 -1.34466 1.38702
*
```

Results
SMILES: C[N+](C)=N/C=C\C=N\C(C)(C)C
HOMO level (alpha / beta): -12.664 / -12.664 eV



Version Q
The following is a quantum chemistry calculation of an isolated ion of composition C9H18N3 and charge +1, from the OMol25 dataset.

Structure (ORCA input):
```
! RIJCOSX wB97M-V def2-TZVPD def2/J DEFGRID3
* xyz 1 1
C -2.76251 -0.25137 -1.07979
C -2.57518 0.91496 -0.45524
C -0.50415 0.45780 0.31004
C -0.17984 -0.33344 -0.91600
C 0.16658 -1.05291 2.06603
C 0.40752 1.40797 2.45592
C 1.94188 0.34290 0.98599
C 0.00381 0.35656 -2.29296
C 0.52064 0.28926 1.41356
N -1.56143 1.10812 0.42867
N 0.10761 -1.60687 -0.88315
N 0.23614 -0.73629 -3.26778
H -3.63104 -0.43310 -1.70201
H -3.17071 1.74281 -0.87856
H 0.29057 -1.07653 3.18932
H -0.92246 -1.18585 2.06233
H 0.73228 -1.94086 1.67021
H 1.02059 2.35830 2.25758
H 0.70853 1.06574 3.43231
H -0.58370 1.70948 2.61438
H 2.54098 0.30471 1.81753
H 2.26992 1.20654 0.34212
H 2.29802 -0.44510 0.47563
H 1.01268 0.89804 -2.29905
H -0.73878 1.18478 -2.33585
H 0.34133 -0.41563 -4.22945
H 0.59363 -1.95591 -1.66315
H -0.65848 -1.11368 -3.39627
H -2.21939 -1.03249 -0.61935
H -0.48501 -2.12273 -0.22078
*
```

Results
SMILES: C=C/N=C(\C(=[NH2+])CN)C(C)(C)C
HOMO level: -13.494 eV



Relative to the most stable one, in kcal/mol, the structures come out at version P 39.8; version Q 0.0.



Version P
The following is a quantum chemistry calculation of one molecule with the formula C2H2O2S, from the OMol25 dataset.

Structure (ORCA input):
```
! RIJCOSX wB97M-V def2-TZVPD def2/J DEFGRID3
* xyz 0 1
C -0.42498 -0.95881 0.00099
C -0.89995 0.40250 -0.02696
O -1.14505 -1.92547 -0.02978
O -3.27753 -0.48475 0.03913
S -2.51786 0.74624 -0.01450
H 0.68242 -1.05522 0.05549
H -0.21347 1.23029 -0.05345
*
```

Results
HOMO level (alpha / beta): -9.752 / -9.752 eV



Version Q
The following is a quantum chemistry calculation of one molecule with the formula C2H2O2S, from the OMol25 dataset.

Structure (ORCA input):
```
! RIJCOSX wB97M-V def2-TZVPD def2/J DEFGRID3
* xyz 0 1
C -0.03895 -0.05430 0.35817
C 0.98001 0.92827 -0.26048
H -1.69694 -1.52116 0.13623
H 0.57247 1.79075 -0.80828
O 0.00278 -0.43912 1.49634
O 2.15455 0.79360 -0.10342
S -1.36128 -0.52183 -0.69109
*
```

Results
SMILES: O=CC(=O)S
HOMO level: -10.075 eV



Relative to the most stable one, in kcal/mol, the structures come out at version P 24.8; version Q 0.0.



Version P
The following is a quantum chemistry calculation of a 2-piece molecular cluster, C8H19NO overall, from the OMol25 dataset.

Structure (ORCA input):
```
! RIJCOSX wB97M-V def2-TZVPD def2/J DEFGRID3
* xyz 0 1
C -0.75311 0.61480 -3.10962
C -0.44532 -0.92213 -2.73367
C 0.55676 1.32481 -3.31622
H -1.52867 0.74337 -3.83752
H -1.22135 1.00907 -2.24648
H -1.44941 -1.38595 -2.64222
H 1.08872 1.58950 -2.36907
H 0.10797 -0.92580 -1.83987
H 0.01554 -1.58890 -3.48114
H 1.27223 0.65670 -3.69209
H 0.35836 2.13674 -3.97491
C 0.36302 -0.80977 2.54734
C 1.40667 -1.84526 2.12873
C 1.55171 1.09584 1.60444
C -2.31391 0.05629 1.47793
C -1.05345 0.75415 1.17622
O -1.29761 1.69646 0.37700
N 0.25652 0.27152 1.48131
H -0.67280 -1.24641 2.54980
H 0.84787 -0.23352 3.35414
H 2.44536 -1.72040 2.75369
H 1.25254 -1.81384 1.02178
H 2.12817 0.80695 2.61075
H -3.06502 0.85233 1.69003
H 1.32741 -2.80175 2.56183
H 2.14735 0.95605 0.84054
H 1.55830 2.18445 2.07773
H -2.77975 -0.69096 0.76773
H -2.10411 -0.76435 2.22181
*
```

Results
SMILES: CCN(C)C(C)=O.CCC
HOMO level: -9.365 eV



Version Q
The following is a quantum chemistry calculation of a 2-piece molecular cluster, C8H19NO overall, from the OMol25 dataset.

Structure (ORCA input):
```
! RIJCOSX wB97M-V def2-TZVPD def2/J DEFGRID3
* xyz 0 1
C -2.71619 -2.90252 -0.71329
C -2.87283 -1.63631 0.07606
C -2.19520 -3.04545 -2.20123
H -2.42477 -3.76095 -0.02901
H -3.79889 -3.09844 -0.86388
H -1.97880 -1.18619 0.39055
H -1.17659 -2.98218 -2.06483
H -2.47005 -3.94026 -2.82196
H -2.45703 -2.06522 -2.73754
H -3.20192 -0.73504 -0.58489
H -3.39843 -1.54203 1.05236
C 1.04848 2.07489 -0.75554
C -0.34713 1.57057 -1.13767
C 1.28364 2.71645 1.56439
C 1.85787 -0.72430 -0.06382
C 1.75839 0.35468 1.04924
O 2.00047 0.34543 2.23810
N 1.17663 1.50041 0.62617
H 1.77812 1.96049 -1.60990
H 0.94741 3.17631 -0.60860
H -0.50371 0.77347 -1.84683
H -0.80135 2.52512 -1.75306
H 1.60802 3.81470 1.36234
H 0.92882 -0.82597 -0.59607
H -0.84177 1.42319 -0.30699
H 0.22033 2.91953 2.07867
H 1.90473 2.30467 2.43130
H 2.56181 -0.66592 -0.96432
H 1.96166 -1.80963 0.27570
*
```

Results
SMILES: CCN(C)C(C)=O.CCC
HOMO level: -9.262 eV



Relative to the most stable one, in kcal/mol, the structures come out at version P 5.1; version Q 0.0.



Version P
The following is a quantum chemistry calculation of one molecule with the formula C10H20N4O4, from the OMol25 dataset.

Structure (ORCA input):
```
! RIJCOSX wB97M-V def2-TZVPD def2/J DEFGRID3
* xyz 0 1
C 2.97084 -0.82105 -0.16452
C 1.40144 -1.01711 -0.31265
C 3.42357 0.60324 -0.29809
C 4.76994 1.01965 0.46520
C -0.72120 -0.69363 1.01795
C -1.35813 -2.04463 0.78363
C -1.21694 0.50142 0.16419
C -2.72736 0.27793 -0.01893
C -3.28609 1.63749 -0.56131
C -4.87140 1.63773 -0.25809
H 4.17375 -2.61236 -0.40313
H 3.35027 -1.87652 -1.83458
H 2.99375 -0.97804 0.95921
H 3.65522 0.85220 -1.40177
H 2.71545 1.32353 0.22311
H 6.82466 0.83050 0.12789
H 5.77669 -0.25760 -0.60963
H 1.42079 -0.11139 1.55139
H -0.84143 -0.44207 2.14185
H -0.58839 0.71811 -0.83588
H -0.97180 1.50206 1.00201
H -3.38971 0.04204 1.06882
H -3.18321 -0.61623 -0.66780
H -3.08185 1.61556 -1.69992
H -2.82879 2.63495 0.02259
H -5.06196 2.21863 0.74332
H -5.32884 2.44808 -0.99938
H -5.58972 -0.15543 0.82557
H -5.33162 -0.49503 -0.94838
H -0.62347 -1.98266 -0.92989
N 3.90281 -1.66228 -0.96880
N 5.84248 0.30059 0.28156
N 0.83920 -0.55302 0.81490
N -5.60948 0.40646 -0.18740
O 0.93334 -1.36775 -1.45099
O 4.67973 2.19939 0.94794
O -1.77059 -2.50688 1.83873
O -1.29197 -2.57583 -0.42871
*
```

Results
SMILES: NCCCC[C@H](NC(=O)[C@@H](N)CC(N)=O)C(=O)O
HOMO level: -9.071 eV



Version Q
The following is a quantum chemistry calculation of one molecule with the formula C10H20N4O4, from the OMol25 dataset.

Structure (ORCA input):
```
! RIJCOSX wB97M-V def2-TZVPD def2/J DEFGRID3
* xyz 0 1
C 3.05065 -1.29582 0.20720
C 1.74446 -0.67742 0.39880
C 4.36522 -0.44142 0.78120
C 4.20074 1.05173 0.33269
C -0.32288 -0.09503 -0.90157
C -0.19989 1.35398 -0.66864
C -1.35156 -0.79484 -0.06628
C -2.78675 -0.40736 -0.34263
C -3.43888 0.75076 0.27838
C -4.93767 0.73455 0.20670
H 4.18502 -2.40069 -1.21933
H 4.06567 -0.83788 -1.47278
H 2.89705 -2.24496 0.88932
H 4.43337 -0.69489 1.92668
H 5.36985 -0.83483 0.10577
H 2.67310 2.42788 0.09754
H 2.48940 1.79343 1.46254
H 1.37756 -0.96831 -1.43644
H -0.61229 -0.45321 -1.94303
H -1.38600 -1.83039 -0.48247
H -0.84473 -1.03558 0.89693
H -3.16670 -0.15589 -1.30286
H -3.53677 -1.26037 -0.22275
H -2.97483 1.61552 -0.13964
H -3.28040 0.78320 1.38725
H -5.09157 0.72304 -0.87351
H -5.38707 1.65988 0.44216
H -5.23342 -0.73872 1.60433
H -5.68538 -1.37993 -0.16016
H 1.11707 1.08609 0.79485
N 3.45893 -1.55840 -1.16981
N 3.34241 1.94705 1.02780
N 1.02939 -0.45544 -0.70116
N -5.49726 -0.54081 0.65703
O 1.42040 -0.14076 1.53249
O 4.71010 1.37587 -0.80911
O -0.93368 2.06000 -1.46105
O 0.73733 1.87998 0.34354
*
```

Results
SMILES: NCCCC[C@H](NC(=O)[C@@H](N)CC(N)=O)C(=O)O
HOMO level: -8.983 eV



Relative to the most stable one, in kcal/mol, the structures come out at version P 0.0; version Q 21.7.



Version P
The following is a quantum chemistry calculation of a 2-piece molecular cluster, C3H8OS overall, from the OMol25 dataset.

Structure (ORCA input):
```
! RIJCOSX wB97M-V def2-TZVPD def2/J DEFGRID3
* xyz 0 1
C -0.58219 -1.17535 2.02726
S -0.07518 0.47378 2.69595
H 0.34526 -1.66378 1.77668
H -0.98264 -1.77920 2.84759
H -1.29915 -1.09681 1.21970
H 1.19966 0.16725 2.45512
C 0.20140 0.04896 -2.46961
C 0.18185 1.30739 -1.96925
O 0.16537 1.62301 -0.66670
H -0.36915 -0.25767 -3.32680
H 0.66846 -0.72767 -1.85966
H 0.02675 2.16982 -2.61567
H 0.51955 0.91027 -0.11460
*
```

Results
SMILES: C=CO.CS
HOMO level: -8.653 eV



Version Q
The following is a quantum chemistry calculation of a 2-piece molecular cluster, C3H8OS overall, from the OMol25 dataset.

Structure (ORCA input):
```
! RIJCOSX wB97M-V def2-TZVPD def2/J DEFGRID3
* xyz 0 1
C -0.23788 0.22210 -2.18630
S 0.82033 1.26145 -1.10227
H -1.07595 -0.17535 -1.62081
H -0.63960 0.83558 -2.97583
H 0.39620 -0.57521 -2.55556
H 1.93981 1.04961 -1.79898
C -1.38128 -1.71272 1.27344
C -0.23537 -1.26008 1.74892
O 0.09525 0.06440 1.89310
H -1.51943 -2.78569 1.26719
H -2.13550 -1.05123 0.86696
H 0.57021 -1.89751 2.09820
H -0.23961 0.52567 1.10901
*
```

Results
SMILES: C=CO.CS
HOMO level: -9.134 eV



Version R
The following is a quantum chemistry calculation of a 2-piece molecular cluster, C3H8OS overall, from the OMol25 dataset.

Structure (ORCA input):
```
! RIJCOSX wB97M-V def2-TZVPD def2/J DEFGRID3
* xyz 0 1
O 2.00484 1.67649 -1.17416
C 2.65278 1.23118 -0.27115
H 3.71778 1.00142 -0.38036
H 2.19752 1.01797 0.71798
C -1.01330 -1.37550 0.46456
C -1.38933 -0.31365 -0.55221
S -1.52661 1.35553 0.12020
H -1.06283 -2.36406 0.00703
H -0.00845 -1.20605 0.84645
H -1.66862 -1.32551 1.32781
H -2.35384 -0.54451 -1.00673
H -0.67197 -0.32038 -1.37319
H -0.87797 1.16705 1.27376
*
```

Results
SMILES: C=O.CCS
HOMO level: -8.846 eV



Relative to the most stable one, in kcal/mol, the structures come out at version P 15.1; version Q 2.9; version R 0.0.